(1)
14
Properties=species:S:1:pos:R:3:forces:R:3 method="wB97M-V/def2-TZVPD" de_lowest_kcal_mol=121.0 e_tot_ha=-775.94739 smiles="NC[C@H]1ONC(=O)S1"
N 2.3759 0.1123 -0.2760 4.9 1.7 3.8
C 1.1897 -0.6482 -0.3664 -0.1 -1.1 -2.1
C 0.0985 -0.2920 0.4955 -3.4 0.4 -5.1
O -0.4213 0.8580 -0.2194 0.9 0.1 2.0
N -1.6290 1.0776 0.4722 -3.0 1.8 -3.5
C -2.5019 -0.0408 -0.1835 4.4 0.2 3.8
O -3.6303 -0.0283 -0.4119 -2.3 0.1 -1.1
S -1.3416 -1.4482 0.1480 -0.4 -0.1 -0.1
H 3.1274 -0.2235 0.6410 -3.2 0.9 -3.7
H 2.3765 1.1815 -0.0768 -1.0 -2.6 -0.8
H 0.6797 -0.7881 -1.3939 1.2 1.2 0.9
H 1.3746 -1.6684 -0.2608 1.1 -1.8 0.8
H 0.2630 -0.0730 1.4553 0.5 0.7 3.9
H -1.9611 1.9809 -0.0232 0.4 -1.5 1.3

***

(2)
14
Properties=species:S:1:pos:R:3:forces:R:3 method="wB97M-V/def2-TZVPD" de_lowest_kcal_mol=123.9 e_tot_ha=-775.94274
C 0.5626 -1.5294 -1.9556 -0.3 -0.1 0.1
O -0.0097 -0.8863 -0.8174 -0.1 0.0 -0.2
N 0.5742 -1.3963 0.3276 -0.1 0.2 0.3
C 0.1577 -0.8419 1.3895 0.1 -0.3 -0.3
O -0.7753 0.1474 1.5333 0.0 -0.1 0.2
N -0.6154 1.2097 0.6503 -0.2 -0.8 -1.5
C -0.5775 2.4328 1.1448 -0.1 0.5 0.0
S -0.6070 3.7953 0.2340 0.0 -0.1 0.1
H 0.0564 -1.1175 -2.8264 0.0 0.0 0.1
H 0.4138 -2.6049 -1.9025 -0.2 -0.1 0.0
H 1.6198 -1.3379 -1.9994 0.5 0.2 -0.1
H 0.5002 -1.2422 2.3290 0.1 0.0 0.1
H -0.7797 0.9325 -0.3404 0.2 0.6 1.1
H -0.5201 2.4389 2.2330 0.0 0.0 0.0